Record 1
ORCA calculation (ωB97M-V/def2-TZVPD) on 5 unconnected molecules or ions with the total composition C29H65BN9O7PS.

The geometry in XYZ format:
```
113
Properties=species:S:1:pos:R:3:forces:R:3
C 5.5090 -1.7763 -0.3304 -0.4751 1.0030 0.4200
C 5.3087 -0.3480 0.3179 -0.4922 0.1308 0.0063
C 4.6119 0.6852 -0.6708 0.0595 -0.7272 0.2450
C 4.7834 2.1905 -0.2398 -0.7390 -0.0576 -0.6163
C 3.7080 2.7265 0.7895 0.5676 -0.3366 1.0303
C 3.1139 1.6340 1.7625 -0.6208 1.0953 -0.1773
C 2.0240 2.2808 2.7350 -0.7142 -1.2490 -0.1445
C 0.7296 1.3659 2.6255 0.7394 0.4078 -1.1834
C -0.0280 1.7551 1.2817 -0.7779 -1.4565 0.7110
C -1.0185 0.5506 0.8913 0.5278 0.2848 0.7699
C -2.5432 0.8527 1.1872 0.9042 -0.4438 0.3808
P -3.6070 1.3014 -0.3070 0.0030 1.9902 -0.0630
S -4.9878 -0.3590 0.2582 -1.8571 -2.0021 0.5604
C -2.5879 2.8671 -0.7453 0.8497 0.1866 -0.7978
C -1.3876 2.7039 -1.7440 0.4954 1.9740 0.0757
C -0.5507 4.0716 -1.7609 0.6383 -2.0274 0.0084
O 0.7840 3.7212 -2.2358 -0.2293 0.5744 -0.1976
C -3.5548 0.5688 -2.0278 -0.3297 -1.2409 -1.0702
C -2.4019 -0.4581 -2.3352 -0.2805 -0.6753 -0.6222
C -2.3698 -1.7574 -1.4491 1.4451 0.4707 -0.4079
N -0.9936 -2.3396 -1.6143 -0.1861 0.4071 0.6023
C -0.5176 -2.9803 -0.3735 -0.2176 -1.4292 -0.2368
C -1.5992 -3.9841 0.2031 0.0273 0.7961 1.3733
C -2.1752 -3.5922 1.4966 -0.9974 -2.5699 -1.3260
C -3.2145 -4.4474 2.0720 1.1179 0.1775 -1.7464
C -3.6080 -5.6292 1.3232 0.6141 0.4027 -0.5810
C -3.0260 -6.0263 0.0331 0.9569 2.1109 0.6855
C -1.9951 -5.1733 -0.5378 -0.8945 1.0449 2.3896
O -1.3704 -5.3937 -1.7813 -0.2698 -0.4777 1.0923
B -5.1072 2.5032 0.0609 -1.4673 0.5242 -0.0879
C -4.9098 3.7524 1.0819 0.6288 -0.6346 0.4584
O -6.3820 2.3172 -0.5185 1.4592 0.2859 1.4460
H 5.9026 -1.6547 -1.3716 -0.1675 -0.3804 0.9329
H 4.4892 -2.2566 -0.3573 1.1019 0.2550 -0.1483
H 6.1868 -2.3778 0.3263 -0.5113 0.3430 -0.7927
H 4.6762 -0.5134 1.2374 0.6043 0.3374 -0.9007
H 6.2555 0.1333 0.6724 -0.5132 -0.6541 -0.4425
H 5.0587 0.5121 -1.6913 -0.3155 0.3689 1.0011
H 3.5226 0.3957 -0.7558 0.9727 0.4311 -0.0156
H 4.6664 2.8165 -1.1728 0.3865 -0.5276 0.9258
H 5.8263 2.3243 0.1420 -0.8706 -0.0658 -0.2745
H 2.8351 3.2296 0.2925 0.7944 -0.4625 0.1978
H 4.1908 3.5087 1.4486 -0.5070 -0.5966 -0.7952
H 2.5824 0.8845 1.1113 0.6649 0.4682 0.8116
H 3.8960 1.1253 2.3762 -0.5740 0.3933 -0.6535
H 1.7146 3.3081 2.3989 0.6044 -0.7508 0.5079
H 2.3488 2.2625 3.8084 -0.0272 0.3815 -1.0378
H 1.1025 0.3062 2.5135 -0.5830 0.9541 0.4015
H 0.0364 1.4425 3.5000 0.5453 -0.0546 -0.6996
H 0.6842 1.9110 0.4328 -0.4374 0.1966 0.8591
H -0.6449 2.6585 1.5163 0.7322 -0.4610 -0.5781
H -0.8126 0.1574 -0.1397 -0.3599 0.4978 0.8617
H -0.7230 -0.2869 1.5894 -0.4150 0.7082 -0.7969
H -2.9817 -0.0498 1.6811 0.2629 0.9499 -0.6077
H -2.6030 1.6965 1.9380 -0.0297 -0.6709 -0.8802
H -5.7434 0.0387 1.3327 0.6770 0.1302 -0.4879
H -3.2935 3.6274 -1.2035 0.6420 -0.7805 0.3718
H -2.2355 3.3193 0.2238 -0.1991 -0.3157 -0.9659
H -1.6817 2.5425 -2.8163 -0.0196 -0.0798 1.1133
H -0.6430 1.9114 -1.4914 -0.8201 0.4915 0.0774
H -0.4319 4.4843 -0.7275 -0.4860 -0.0334 -0.8667
H -0.9673 4.7850 -2.5099 0.3199 -0.3597 0.8543
H 1.1721 3.0459 -1.6562 -0.3391 0.3444 -0.1618
H -3.5490 1.3290 -2.8607 0.1011 -0.2923 1.2889
H -4.5252 0.0106 -2.1706 0.9379 0.6108 0.3075
H -2.5608 -0.8029 -3.4022 0.1739 0.4698 0.9788
H -1.3671 -0.0278 -2.3215 -1.0450 -0.2005 0.1743
H -3.1048 -2.5486 -1.7426 0.0405 1.0413 0.5474
H -2.4344 -1.4513 -0.3764 -0.4115 -0.5473 -0.8055
H -0.9729 -2.9805 -2.4060 -0.0398 0.0362 0.4673
H 0.4308 -3.5571 -0.5817 -0.8544 0.6278 0.0538
H -0.2292 -2.2074 0.3895 -0.5367 -0.7548 -0.6512
H -1.8330 -2.6644 2.0199 -0.3026 -1.0034 -0.6342
H -3.6808 -4.1330 3.0462 0.4140 -0.7756 -1.1603
H -4.4183 -6.2786 1.7342 0.8226 0.6489 -0.3608
H -3.3484 -6.9182 -0.5441 0.1358 0.7001 0.7001
H -0.4551 -5.6512 -1.5744 -0.3466 0.1696 -0.2452
H -4.1041 3.4981 1.8282 -0.7394 0.3578 -0.5940
H -4.5316 4.6601 0.5307 -0.6300 -0.8209 0.5253
H -5.8364 3.9718 1.6715 0.6832 0.0849 -0.6015
H -6.9952 2.6941 0.1426 0.0490 0.0582 -0.8717
N 0.9002 -5.6780 1.7332 -0.4205 -0.0494 -0.0558
C 1.9399 -4.8590 2.0530 -0.0789 0.1308 0.0898
N 3.1743 -5.3536 1.7495 0.4524 0.0365 -0.0378
O 1.7806 -3.7663 2.5704 0.0261 -0.0206 -0.0770
H 1.0093 -6.5790 1.3069 0.0314 0.0199 0.0763
H -0.0277 -5.3440 1.9427 0.0365 -0.0447 -0.0617
H 3.9663 -4.7760 1.9709 -0.0812 -0.0504 -0.0322
H 3.3281 -6.2485 1.3242 -0.0390 0.0342 0.0327
N -6.4994 -3.5243 5.6377 -0.0884 0.4048 -0.0699
C -5.6662 -4.6013 5.6399 0.1196 0.0325 -0.0589
N -6.1971 -5.7352 6.1755 0.0154 -0.4246 0.1173
O -4.5312 -4.5544 5.1962 -0.0522 -0.0020 0.0043
H -7.4353 -3.5417 5.9972 0.0477 -0.0305 -0.0178
H -6.1416 -2.6692 5.2497 -0.0378 -0.0901 0.0265
H -5.6106 -6.5509 6.1941 -0.0544 0.0890 -0.0014
H -7.1270 -5.7955 6.5455 0.0423 0.0349 -0.0260
N 8.6000 2.8864 -3.3510 0.0720 -0.0981 -0.4108
C 8.2275 2.6426 -2.0633 -0.0618 -0.1543 0.0554
N 8.2894 3.7231 -1.2356 -0.0233 0.1973 0.3682
O 7.8669 1.5427 -1.6816 -0.0047 0.0259 0.0036
H 8.8996 3.7829 -3.6855 -0.0230 -0.0318 0.0431
H 8.5673 2.1127 -3.9913 0.0018 0.0765 0.0703
H 8.0219 3.5821 -0.2775 0.0240 0.0194 -0.0994
H 8.5830 4.6357 -1.5298 -0.0194 -0.0528 -0.0131
N 1.0317 4.0613 -6.8373 0.1887 -0.3240 -0.2991
C 0.3834 5.2010 -6.4649 -0.1156 0.1932 -0.0641
N 0.2642 5.3742 -5.1204 -0.1062 0.0627 0.4384
O -0.0549 6.0016 -7.2740 0.0306 -0.0523 -0.0027
H 1.3992 3.3909 -6.1880 -0.0392 0.0650 0.0215
H 1.1399 3.8972 -7.8224 -0.0214 0.0294 0.1019
H -0.2080 6.2032 -4.8061 0.0742 -0.0598 -0.0723
H 0.6191 4.7249 -4.4376 0.0339 0.0262 0.0243
```
Forces are in eV/Å.

Summary:
E_HOMO: -7.6 eV
net charge: 0
frontier orbital gap: 0.293 Eh
SMILES: CCCCCCCCCCCP(S)(CCCO)(CCCNCc1ccccc1O)B(C)O.NC(N)=O.NC(N)=O.NC(N)=O.NC(N)=O
lowest unoccupied orbital energy: 0.38 eV

Record 2
ORCA calculation (ωB97M-V/def2-TZVPD) on a gas-phase ion, C7H9N2 (charge +1).

The geometry in XYZ format:
```
18
Properties=species:S:1:pos:R:3:forces:R:3
C -0.5314 2.2997 1.1742 2.4648 1.5767 0.4605
C -1.4819 1.3819 0.9040 -3.3361 -1.3647 0.1022
C -1.1995 -0.8979 -0.1962 -0.5322 -1.0466 -1.2384
C 0.7678 1.7439 0.8059 -1.6490 5.4701 2.1350
C -0.8867 0.2760 0.3233 3.3288 0.3315 -0.4461
C -0.2011 -1.9267 -0.5933 -1.6531 -0.2701 3.2120
C 1.5246 -0.1994 -0.3299 0.1884 1.3453 -0.0097
N 0.5333 0.5719 0.2411 -0.8883 -2.5462 -0.8039
N 1.0264 -1.3513 -1.1549 -0.8823 2.9686 2.7251
H -0.8353 3.2918 1.5806 1.0950 -0.9156 -0.2345
H -2.5992 1.3580 1.1210 1.7970 0.4912 -0.3323
H -2.1907 -1.1995 -0.1914 -1.7145 -0.6564 -0.1255
H 1.7186 2.3129 0.9273 -0.7442 -1.1308 -0.3826
H -0.0323 -2.3578 0.5134 0.5678 -0.1422 -2.9459
H -0.6632 -2.5614 -1.3468 0.3927 -0.5512 0.4010
H 2.4377 0.4261 -0.5722 -0.9637 -1.5836 -0.1982
H 1.7032 -2.0076 -1.1068 3.0622 -2.9341 0.1721
H 0.9098 -1.1605 -2.0994 -0.5333 0.9581 -2.4907
```
Forces are in eV/Å.

Summary:
E_HOMO (spin up / spin down): -10.4 / -13.2 eV
net charge: +1
frontier orbital gap (spin up / spin down): 0.261 / 0.294 Eh
lowest unoccupied orbital energy (spin up / spin down): -3.29 / -5.22 eV
2S+1: 3

Record 3
ORCA calculation (ωB97M-V/def2-TZVPD) on 2 unconnected molecules or ions with the total composition C6H12N2O2.

The geometry in XYZ format:
```
22
Properties=species:S:1:pos:R:3:forces:R:3
H 0.9277 -1.4824 0.9499 -0.9269 0.5248 1.0913
N 0.1814 -1.3165 1.6804 0.9573 -1.2213 -0.4529
C -0.4340 -0.2412 1.5223 0.1289 0.2378 -0.9910
C -1.6567 0.1203 2.3483 0.2759 0.0808 -0.1717
N -2.8616 0.1994 1.5530 -0.3649 0.1471 -0.1458
C -0.0302 0.8097 0.4638 -0.9330 1.7393 1.9709
O -0.8236 1.5091 -0.1318 0.6397 -0.7661 -0.4094
O 1.2385 1.2105 0.7124 0.1653 -0.4181 -0.5161
H -1.7808 -0.6415 3.1201 0.1777 0.0965 -0.0251
H -1.4876 1.0914 2.8185 -0.0412 -0.0319 0.1123
H -2.7695 0.9197 0.8420 -0.0443 -0.2158 0.0718
H -3.0499 -0.6837 1.0935 0.0185 0.0584 -0.0110
H 1.4411 1.9857 0.1648 -0.1989 -0.0337 -0.0090
C 1.5772 -1.4612 -1.0841 -0.3229 0.5160 -0.7722
C 0.7499 -0.6373 -1.7453 0.9265 -1.2371 -0.9171
C 1.2030 0.5818 -2.4897 -0.4642 0.4943 0.8377
H 2.5810 -1.1456 -0.8330 0.1431 -0.0027 -0.0660
H 1.3307 -2.4993 -0.9144 -0.2647 0.0330 0.4453
H -0.2292 -1.0044 -2.0335 -0.1386 -0.0120 0.1810
H 2.1946 0.8947 -2.1673 0.1052 -0.0047 -0.1099
H 0.4956 1.3942 -2.3067 0.0879 0.1442 -0.1262
H 1.2025 0.3968 -3.5634 0.0737 -0.1289 0.0132
```
Forces are in eV/Å.

Summary:
E_HOMO: -9.0 eV
net charge: 0
frontier orbital gap: 0.354 Eh
SMILES: [H]/N=C(/CN)C(=O)O.C=CC
lowest unoccupied orbital energy: 0.61 eV

Computed strongest force on any atom, in the same sequence as the records: 3.06, 6.10, 2.79 eV/Å.